w.
Computed, not measured: a single C3H6N2O molecule, with the ωB97M-V functional and the def2-TZVPD basis.

The geometry in XYZ format:
```
12
Properties=species:S:1:pos:R:3
C -2.27 -0.33 0.05
N -1.03 0.42 0.02
C 0.11 -0.10 -0.17
N 1.21 0.66 -0.14
C 2.49 0.28 0.07
O 2.88 -0.87 0.01
H -3.14 0.29 0.03
H -2.35 -0.91 -0.84
H -2.46 -1.02 0.97
H 0.30 -1.16 -0.34
H 1.07 1.64 0.05
H 3.19 1.09 0.29
```

Calculated values
HOMO in eV: -9.6567
Molecular weight in g mol⁻¹: 86.1
Gap between HOMO and LUMO in eV: 10.61
SMILES: C/N=C/NC=O

For each atom in turn, the Löwdin charge in e is: number 1, C, carries -0.142; number 2, N, carries -0.010; number 3, C, carries -0.238; number 4, N, carries 0.060; number 5, C, carries -0.338; number 6, O, carries 0.035; number 7, H, carries 0.049; number 8, H, carries 0.054; number 9, H, carries 0.108; number 10, H, carries 0.144; number 11, H, carries 0.144; number 12, H, carries 0.133

=====

x.
Computed, not measured: a molecular structure, C3H6N2O, with the ωB97M-V functional and the def2-TZVPD basis.

The geometry in XYZ format:
```
12
Properties=species:S:1:pos:R:3
C 0.42 0.68 1.24
C 0.37 -0.61 0.44
N 1.22 0.21 -0.45
C -1.58 -0.49 -0.87
O -0.25 1.68 0.88
N -0.94 -1.02 0.08
H 0.65 1.15 -0.63
H 1.82 -0.35 -1.05
H 1.14 0.72 2.07
H 0.93 -1.43 0.89
H -1.18 0.27 -1.55
H -2.59 -0.81 -1.05
```

Calculated values
HOMO in eV: -9.4487
Molecular weight in g mol⁻¹: 86.1
Gap between HOMO and LUMO in eV: 10.44

For each atom in turn, the Löwdin charge in e is: number 1, C, carries -0.251; number 2, C, carries -0.382; number 3, N, carries 0.045; number 4, C, carries -0.036; number 5, O, carries -0.036; number 6, N, carries 0.017; number 7, H, carries 0.142; number 8, H, carries 0.095; number 9, H, carries 0.128; number 10, H, carries 0.139; number 11, H, carries 0.073; number 12, H, carries 0.068

=====

Question: which arrangement is favored energetically? Ranking from most to least stable: w, x.